# 1
Entry from OMol25: a 2-piece molecular cluster, C11H15N overall at a distorted geometry (ωB97M-V/def2-TZVPD).

XYZ file:
```
27
Properties=species:S:1:pos:R:3:nbo_charge:R:1
C 2.8765 -0.3882 -0.9769 -0.59
C 2.6371 1.1035 -1.3192 -0.62
H 2.5100 -1.0545 -1.8069 0.20
H 3.8961 -0.5598 -0.8147 0.21
H 2.3075 -0.6507 -0.0926 0.18
H 3.2485 1.7087 -0.6411 0.22
H 1.5970 1.1024 -1.1995 0.18
H 2.6724 1.4666 -2.3537 0.22
C -1.3914 2.3448 1.6063 -0.69
C -2.3982 1.2338 -0.5081 0.07
C -1.6543 1.2879 0.6348 0.13
C -1.5943 -0.8745 -0.3353 0.14
C -1.0640 -0.0759 0.7025 -0.16
C -1.1904 -2.2095 -0.5794 -0.17
C -0.1032 -0.6474 1.5131 -0.07
C -0.3465 -2.7675 0.3798 -0.14
C 0.2622 -2.0021 1.3867 -0.23
N -2.3522 0.0081 -1.1625 -0.43
H -2.9718 2.1699 -0.8394 0.26
H -2.8362 -0.3422 -2.0088 0.46
H -2.3872 2.8613 1.9796 0.28
H -0.9407 3.2750 1.1088 0.29
H -1.6122 -2.7932 -1.3425 0.24
H 0.5652 -0.0452 2.2530 0.25
H -0.1062 -3.8234 0.0509 0.25
H 1.2638 -2.3549 1.8302 0.26
H -0.8876 2.0268 2.5351 0.26
```

Values from the calculation:
multiplicity	2
maximum force	4.296	eV/A
net charge	+1
DFT total energy	-482.5709	hartree



# 2
Entry from OMol25: a 2-piece molecular cluster, C11H15N overall at a distorted geometry (ωB97M-V/def2-TZVPD).

XYZ file:
```
27
Properties=species:S:1:pos:R:3:nbo_charge:R:1
C -0.0364 0.8262 3.2540 -0.67
C 0.8691 -0.2109 1.0270 -0.10
C 0.5898 0.8440 1.9361 0.08
C 1.6456 0.3482 -0.1308 0.17
C 1.1019 1.9705 1.2593 0.14
C 1.1905 -2.4650 0.1351 -0.24
C 1.7436 -1.8754 -1.0049 -0.07
C 0.8742 -1.6199 1.1645 -0.07
C 2.0282 -0.4898 -1.1454 -0.20
N 1.7590 1.6991 0.1496 -0.46
H 1.0782 -3.5346 0.2784 0.25
H 2.0891 -2.6176 -1.7083 0.24
H 0.4028 -2.0083 2.0625 0.23
H 2.4395 0.0375 -1.9889 0.25
H -1.0723 1.2285 3.2623 0.27
H 0.4908 1.5276 3.9452 0.26
H 1.0467 2.9157 1.7915 0.24
H 2.1243 2.4106 -0.4677 0.45
H -0.0610 -0.1595 3.6852 0.25
C -1.9480 0.2098 -1.7366 -0.61
C -3.1325 0.0626 -2.6893 -0.64
H -2.0068 -0.3176 -0.7918 0.20
H -1.0172 -0.1713 -2.1788 0.19
H -1.7670 1.2389 -1.3862 0.19
H -3.0982 0.5624 -3.6595 0.23
H -4.0465 0.6127 -2.4469 0.22
H -3.2870 -1.0244 -2.6157 0.22
```

Values from the calculation:
multiplicity	2
maximum force	3.923	eV/A
net charge	+1
DFT total energy	-482.5961	hartree